Record 1
ORCA calculation (wB97M-V/def2-TZVPD) on a gas-phase ion, CH4NO (charge +1) in a non-equilibrium geometry.

The geometry in XYZ format:
```
7
Properties=species:S:1:pos:R:3
C 1.074 -0.253 -0.013
N -1.142 -0.191 -0.061
O -0.040 -0.806 -0.009
H 1.991 -0.981 -0.316
H 1.427 0.753 -0.168
H -1.308 0.885 0.310
H -1.854 -0.782 0.274
```

The LUMO energy comes out at -0.2451 Eh. Its net charge is +1. The energy above the lowest of the compared OMol25 structures with the same formula, charge and spin is 405.3 kJ/mol. The calculation puts the electronic energy at -4627.3133 eV.

---

Record 2
ORCA calculation (wB97M-V/def2-TZVPD) on a molecular structure, C28H66AlN8O10P4S2 in a non-equilibrium geometry.

The geometry in XYZ format:
```
119
Properties=species:S:1:pos:R:3
C -2.716 1.266 -6.695
C -2.065 0.107 -5.939
O -0.867 0.093 -5.778
O -2.873 -0.890 -5.443
C -3.131 -0.725 -4.037
C -4.176 0.392 -3.779
C -4.946 0.187 -2.427
C -4.350 1.162 -1.391
C -4.820 0.933 0.060
C -4.704 2.226 0.901
C -3.263 2.606 1.227
O -2.335 2.726 0.164
Al -0.841 3.424 0.976
S 0.670 1.743 0.798
P -0.405 5.389 -0.269
P 1.258 6.394 0.668
O 2.509 5.961 0.044
O 1.033 8.015 0.523
O 1.239 6.134 2.293
O -1.653 3.678 2.599
C -2.988 3.812 2.154
C -4.052 4.259 3.156
C -3.530 5.364 4.087
C -3.432 6.754 3.399
C -4.747 7.195 2.705
S -4.672 7.266 0.886
C -4.270 8.940 0.525
N -4.008 9.441 -0.630
N -3.715 10.772 -0.434
C -3.829 10.999 0.819
O -4.197 9.886 1.497
H -1.985 1.756 -7.346
H -3.518 0.873 -7.335
H -3.087 2.003 -5.974
H -3.531 -1.667 -3.646
H -2.213 -0.499 -3.476
H -4.851 0.551 -4.630
H -3.597 1.326 -3.673
H -4.748 -0.861 -2.147
H -6.027 0.307 -2.577
H -3.262 0.996 -1.396
H -4.485 2.193 -1.747
H -4.147 0.190 0.521
H -5.832 0.503 0.130
H -5.190 2.004 1.869
H -5.305 3.035 0.449
H -2.860 1.734 1.796
H 1.288 1.938 -0.391
H -1.572 6.187 -0.071
H 0.211 8.241 0.982
H 1.719 6.863 2.713
H -2.926 4.670 1.430
H -4.966 4.561 2.619
H -4.362 3.383 3.758
H -2.541 5.065 4.458
H -4.165 5.494 4.980
H -3.248 7.462 4.227
H -2.562 6.836 2.736
H -5.573 6.546 3.011
H -4.965 8.216 3.046
H -3.660 11.950 1.304
O 4.481 -3.696 1.889
P 5.290 -2.418 1.971
N 3.993 -1.330 1.685
C 4.027 -0.091 0.933
C 3.158 -1.142 2.873
N 6.232 -2.771 0.509
C 6.042 -2.071 -0.756
C 6.247 -4.201 0.148
N 6.417 -1.137 2.454
C 7.264 -0.344 1.587
C 7.320 -1.731 3.471
H 4.523 0.726 1.476
H 3.010 0.249 0.726
H 4.482 -0.210 -0.047
H 3.698 -0.582 3.653
H 2.862 -2.109 3.289
H 2.242 -0.602 2.633
H 5.024 -2.194 -1.150
H 6.744 -2.459 -1.500
H 6.272 -1.010 -0.718
H 5.309 -4.488 -0.344
H 6.397 -4.834 1.017
H 7.061 -4.398 -0.554
H 8.020 -0.938 1.059
H 7.795 0.389 2.202
H 6.709 0.258 0.873
H 7.956 -2.513 3.032
H 6.735 -2.182 4.280
H 7.965 -0.978 3.925
O -0.949 -5.710 0.570
P 0.189 -6.429 -0.121
N 1.235 -5.078 -0.279
C 2.123 -4.772 -1.378
C 1.907 -4.751 0.982
N -0.748 -6.770 -1.589
C -0.521 -6.089 -2.859
C -2.207 -6.712 -1.386
N 1.439 -7.599 -0.584
C 1.789 -8.022 -1.924
C 1.152 -8.844 0.171
H 3.026 -5.405 -1.389
H 2.466 -3.738 -1.293
H 1.625 -4.825 -2.343
H 2.642 -5.525 1.250
H 1.180 -4.675 1.795
H 2.423 -3.794 0.927
H -0.675 -5.004 -2.782
H -1.213 -6.477 -3.612
H 0.457 -6.270 -3.295
H -2.556 -5.672 -1.363
H -2.505 -7.204 -0.466
H -2.717 -7.211 -2.213
H 0.975 -8.547 -2.438
H 2.635 -8.713 -1.857
H 2.154 -7.213 -2.550
H 0.207 -9.300 -0.156
H 1.074 -8.629 1.242
H 1.949 -9.581 0.051
```

The LUMO energy comes out at 0.0444 Eh. Its net charge is -1. The energy above the lowest of the compared OMol25 structures with the same formula, charge and spin is 0.0 kJ/mol. The calculation puts the electronic energy at -127927.2566 eV.

---

Record 3
ORCA calculation (wB97M-V/def2-TZVPD) on 3 unconnected molecules or ions with the total composition C19H36FN2O3 in a non-equilibrium geometry.

The geometry in XYZ format:
```
61
Properties=species:S:1:pos:R:3
C 5.452 -0.326 1.491
C 6.411 0.683 0.763
O 5.843 1.948 0.481
C 5.511 2.663 1.664
C 4.037 3.181 1.483
O 4.063 4.403 0.739
C 2.832 5.115 0.870
C 1.561 4.207 0.752
O 0.396 4.948 0.454
C -0.658 3.989 0.175
C -1.350 3.360 1.428
C -0.749 1.950 1.776
C -1.586 0.738 1.254
C -0.622 -0.480 0.964
F -2.496 0.273 2.229
H 5.757 -0.357 2.563
H 4.378 -0.111 1.364
H 5.702 -1.339 1.101
H 6.659 0.234 -0.227
H 7.391 0.748 1.300
H 6.125 3.590 1.788
H 5.633 2.083 2.601
H 3.513 3.316 2.451
H 3.549 2.419 0.831
H 2.789 5.817 0.004
H 2.831 5.734 1.794
H 1.404 3.648 1.699
H 1.759 3.515 -0.108
H -0.330 3.144 -0.490
H -1.433 4.550 -0.398
H -1.082 4.037 2.288
H 0.304 1.787 1.420
H -0.743 1.864 2.892
H -2.158 0.971 0.334
H -0.355 -0.567 -0.110
H -1.064 -1.448 1.285
H 0.319 -0.351 1.543
C -2.725 -4.554 -0.165
C -1.635 -5.206 -1.004
C -0.377 -5.529 -0.195
C 0.277 -4.316 0.298
N 0.778 -3.363 0.696
H -2.401 -3.588 0.232
H -3.613 -4.380 -0.774
H -3.008 -5.194 0.675
H -1.382 -4.552 -1.842
H -2.025 -6.134 -1.431
H 0.327 -6.078 -0.825
H -0.627 -6.183 0.643
C -4.282 -0.740 -3.065
C -5.458 -1.298 -3.859
C -6.251 -2.359 -3.090
C -5.458 -3.559 -2.823
N -4.826 -4.491 -2.598
H -3.544 -1.514 -2.842
H -3.779 0.041 -3.636
H -4.616 -0.304 -2.121
H -5.093 -1.714 -4.801
H -6.133 -0.477 -4.112
H -7.130 -2.643 -3.674
H -6.618 -1.942 -2.149
```

The LUMO energy comes out at 0.0853 Eh. Its net charge is -1. The calculation puts the electronic energy at -32122.9339 eV.

---

Record 4
ORCA calculation (wB97M-V/def2-TZVPD) on a single C9H12N7PS2 molecule.

The geometry in XYZ format:
```
31
Properties=species:S:1:pos:R:3
N 0.986 3.653 3.498
P 0.099 2.429 3.130
C 0.208 1.860 1.395
N -0.899 1.402 0.817
N -0.814 0.981 -0.420
C 0.378 1.046 -1.021
C 0.484 0.571 -2.435
C 1.770 -0.193 -2.735
C 1.978 -1.465 -1.924
S 0.495 -2.512 -1.826
C 0.145 -2.361 -0.092
S 1.243 -2.662 1.058
N -1.154 -1.959 0.196
C -1.601 -1.401 1.388
C -2.915 -1.171 1.225
N -3.332 -1.587 -0.031
C -2.275 -2.034 -0.616
N 1.483 1.524 -0.433
N 1.400 1.940 0.801
H 0.440 4.437 3.832
H 0.423 1.220 3.769
H -1.287 2.541 3.289
H -0.414 0.009 -2.684
H 0.484 1.466 -3.066
H 2.628 0.456 -2.553
H 1.768 -0.446 -3.797
H 2.748 -2.078 -2.392
H 2.309 -1.265 -0.907
H -0.939 -1.236 2.219
H -3.595 -0.724 1.931
H -2.247 -2.442 -1.614
```

The LUMO energy comes out at -0.0406 Eh. Its SMILES is N=[PH2]c1nnc(CCCSC(=S)n2ccnc2)nn1. The calculation puts the electronic energy at -50913.6629 eV.